No. 1
Entry from OMol25: one molecule with the formula CH3NS2 at a distorted geometry (ωB97M-V with the def2-TZVPD basis set).

Summary:
total charge = 0
SMILES = S=CNS
2S+1 = 1
orbital gap = 8.74 eV
HOMO energy = -8.75 eV

Each line ends with the Mulliken charge.
CARTESIAN COORDINATES (ANGSTROEM)
S -1.64581 -1.70805 0.64956  -0.307
H 0.82117 1.87739 0.35865  0.131
C -0.67983 -0.42376 0.39082  0.056
S 1.47607 1.09653 -0.48115  -0.062
H -0.65588 0.33207 1.08815  0.177
H 0.49105 -0.96088 -1.34545  0.298
N 0.19323 -0.21331 -0.66058  -0.294



No. 2
Entry from OMol25: a 2-piece molecular cluster, H6NO overall at a distorted geometry (ωB97M-V with the def2-TZVPD basis set).

Summary:
total charge = +1
2S+1 = 1
orbital gap = 11.23 eV
HOMO energy = -15.58 eV

Each line ends with the Mulliken charge.
CARTESIAN COORDINATES (ANGSTROEM)
H 1.67322 1.78488 -1.20946  0.342
H -1.91065 -0.92979 -0.16241  0.403
N -1.20616 -0.66823 0.55364  -0.525
O 1.71233 0.92696 -0.72915  -0.673
H 2.64460 0.62862 -0.82980  0.338
H -1.66147 -0.10647 1.29832  0.401
H -0.79863 -1.52781 0.96896  0.400
H -0.45326 -0.10816 0.10988  0.314



No. 3
Entry from OMol25: C37H54N3OP2Pt as an isolated structure at a distorted geometry (ωB97M-V with the def2-TZVPD basis set).

Summary:
total charge = +1
2S+1 = 3
orbital gap (alpha / beta) = 5.04 / 5.39 eV
HOMO energy (alpha / beta) = -7.01 / -9.62 eV

Each line ends with the Mulliken charge.
CARTESIAN COORDINATES (ANGSTROEM)
H -1.29473 3.09316 -0.48015  0.205
C -3.57092 -1.12313 0.59683  2.396
C 0.55623 4.46985 -3.87271  -0.417
C -0.71954 -2.71689 4.16440  -1.418
N 0.30464 1.74086 -1.76209  -0.670
C 4.93382 -0.39986 -1.21727  -1.977
H 4.20008 2.08257 -1.64154  0.529
H -5.21304 1.47411 0.40329  0.345
H 5.30401 -1.92364 0.68104  0.271
H -4.69403 -1.62317 2.36912  0.572
H -1.74761 0.65136 -2.23161  0.549
C -3.06788 1.94184 0.13514  2.149
C 0.51629 2.31845 -2.76235  1.014
H -1.48058 0.20362 5.72064  0.451
C -0.88436 -0.02214 3.67494  -0.722
C 2.75111 -1.36127 2.93204  -1.944
H -1.22250 -3.46287 6.63953  0.369
H -4.85095 2.99523 -0.39909  0.576
H -2.85892 3.89764 -0.71786  0.609
N -0.12433 -1.47737 -1.03933  1.219
H -5.37564 -0.34563 -0.45063  0.268
H 2.22612 -2.31010 2.77162  0.295
C -1.18410 -0.50428 4.94784  -0.855
H -0.72579 -1.90236 7.32958  0.356
H 4.92237 0.16157 2.98024  0.525
C -2.89812 -2.49873 0.61104  -1.257
H -2.35460 2.62401 -1.82845  0.365
H -3.56582 3.37062 1.66586  0.508
H -0.11077 -2.81287 2.09387  0.422
H 1.19039 5.18613 -7.14107  0.394
H -2.41370 -2.17424 6.88605  0.333
C 0.83224 -2.47518 -1.13300  0.923
P 2.44544 -0.69871 0.22568  0.149
C 0.59196 -3.52721 -2.05467  -0.909
H -0.63588 -3.79278 4.30078  0.363
C 2.84466 -0.20670 -2.50246  -1.503
H 5.12680 -2.28247 2.40055  0.555
H 5.53623 -0.14252 -0.33942  0.360
C 4.56831 -2.11596 1.46689  -1.829
H 5.41033 0.09634 -2.07722  0.552
C -0.41440 -3.40469 -2.99315  -0.978
H 4.97835 -1.48051 -1.40025  0.352
H 3.43508 -1.48623 3.78646  0.703
H 3.43118 0.28199 -3.29632  0.602
H 0.30269 4.93161 -2.91418  0.438
H -3.36900 1.73442 2.31223  0.226
C 3.58866 -0.96094 1.71496  2.179
C 4.35485 0.33570 2.05383  -1.919
H 1.28542 -4.36555 -2.04206  0.546
H -3.59299 -3.21921 1.07344  0.614
C -4.78355 -1.25925 -0.34793  -1.896
C 3.50409 1.63213 -0.91640  -1.601
H -0.55073 -4.15592 -3.77009  0.436
H -4.49520 -1.61343 -1.34478  0.353
C -4.53496 1.94417 -0.31740  -2.048
C 1.05997 4.59131 -6.23632  -0.363
C 0.71869 3.07329 -3.93449  -0.007
H -3.21370 -0.69222 2.70856  0.165
C 1.23524 3.19999 -6.28964  -0.698
C -0.42876 -2.16686 2.91831  -0.729
H -2.06284 -2.15040 -3.67729  0.574
H 2.01405 -0.59964 3.20088  0.233
Pt 0.16508 -0.01920 0.41257  2.985
C 3.48415 0.11224 -1.14577  2.614
C 0.72417 5.22321 -5.03135  -0.640
H 5.08477 0.62988 1.29140  0.321
H -1.93702 2.68694 1.86180  0.262
C -1.14406 -1.38114 -1.90930  0.662
P -2.25778 0.20687 0.07022  -0.239
H -4.67178 0.11695 2.05183  0.306
C -2.97040 2.44931 1.58234  -1.545
O 0.93926 2.40999 1.98193  -0.719
H -2.68038 -2.86046 -0.40084  0.364
C -1.26715 -2.29836 -2.95192  -0.719
H 2.73205 -3.13702 -0.40505  0.339
C -1.37758 -2.38289 6.58763  -1.560
H 1.81978 0.16116 -2.56832  -0.206
H 1.50384 2.70778 -7.22652  0.396
H 1.19292 1.34494 -5.14420  0.420
C -2.33466 2.93147 -0.77724  -1.891
C -2.12776 -0.23884 -1.71535  -2.249
C 0.59633 1.48236 1.36723  0.122
C 1.06571 2.43156 -5.13664  -0.379
H -5.44649 -2.02675 0.08342  0.522
C -4.05881 -0.79412 2.01551  -1.777
H 2.83929 -1.28424 -2.70394  0.247
H -4.66256 1.50165 -1.31416  0.321
N -0.51423 -0.84594 2.68186  1.070
H 3.85057 1.90283 0.08929  0.219
H 0.59241 6.30834 -4.98477  0.382
H -1.97243 -2.49665 1.19140  -0.145
H 4.02954 -3.03808 1.22893  0.345
C -1.08934 -1.87043 5.21003  0.689
C 2.01991 -2.31314 -0.38778  -2.058
H 2.51706 2.07041 -1.07048  0.064
H -3.09626 -0.48864 -2.16118  0.725
H -0.94489 1.04809 3.45890  0.174
H 3.66731 1.17290 2.23403  0.278



No. 4
Entry from OMol25: C2H10NS as an isolated structure at a distorted geometry (ωB97M-V with the def2-TZVPD basis set).

Summary:
total charge = +1
2S+1 = 1
orbital gap = 9.71 eV
HOMO energy = -13.24 eV

Each line ends with the Mulliken charge.
CARTESIAN COORDINATES (ANGSTROEM)
H 0.26526 -2.41909 0.99034  0.350
H -0.18615 1.16440 -2.94188  0.380
H 2.04679 0.38301 1.71032  0.323
H -0.70931 -2.14942 -0.61583  0.345
H 0.89761 -0.75285 2.36078  0.288
H 0.49212 0.99106 2.39873  0.321
S 0.40779 -0.19922 0.13372  0.016
H -0.29523 0.74190 -1.18168  0.135
H -1.20269 -1.61656 1.02134  0.325
H -0.21837 2.44284 -1.89460  0.374
H -1.57429 1.53033 -2.10371  0.388
N -0.55705 1.49391 -2.05271  -0.544
C -0.35136 -1.80502 0.34306  -0.918
C 0.98489 0.19472 1.83212  -0.782



No. 5
Entry from OMol25: a 7-piece molecular cluster, C26H69N3O14 overall at a distorted geometry (ωB97M-V with the def2-TZVPD basis set).

Summary:
total charge = 0
SMILES = COCCNCCOC.COCCNCCOC.COCCNCCOC.OCCO.OCCO.OCCO.OCCO
2S+1 = 1
orbital gap = 9.22 eV
HOMO energy = -8.86 eV

Each line ends with the Mulliken charge.
CARTESIAN COORDINATES (ANGSTROEM)
O -9.83410 9.43244 7.47608  -0.519
H -2.90718 0.57702 1.10748  0.402
H 0.41167 7.94183 2.25397  0.440
O -2.44653 5.71585 -2.43441  -0.318
H -4.01988 -6.50857 -7.24558  0.290
H 0.95982 -3.57233 -1.65423  0.238
H -6.29933 -7.26106 2.46345  0.280
H -10.04872 6.73685 7.36353  0.326
N -1.85654 6.59056 0.21644  -0.354
H 6.87231 -4.74246 4.99750  0.314
H -2.94592 -1.11103 0.95094  0.372
H 2.75160 7.54383 1.64339  0.280
H -3.79409 5.35984 -0.95493  0.342
H 4.75484 -4.49652 3.44421  0.306
C 8.43813 0.82473 -5.01353  -0.638
O 0.86184 -2.61771 0.20038  -0.330
H -0.27192 -4.15505 -0.50737  0.188
C -2.84142 7.28418 -0.59911  -0.709
C -5.47716 -1.37928 2.79594  -0.780
H 3.45258 -3.89951 5.70600  0.329
H 8.52996 0.68767 -6.09098  0.322
O 5.89753 0.72484 -5.35071  -0.360
C 9.46721 -1.19784 -4.28328  -0.815
H -2.59100 8.16479 -1.19064  0.404
C -5.46061 -7.85044 2.09296  -0.259
H -8.84423 9.08720 5.69633  0.227
C -0.52356 -0.35946 0.20766  -0.404
H 9.68811 -5.09233 -4.21608  0.276
C 5.91963 -4.21330 4.97553  -0.363
H -6.17679 -2.20794 2.90527  0.283
H -3.71659 7.53289 0.00116  0.335
C -3.15613 -0.57595 3.03631  -0.567
O 4.01461 -3.19442 6.03548  -0.485
H -2.22601 -7.85483 -7.69357  0.199
H -1.19562 6.19235 -0.43526  0.281
H 5.26474 -4.51938 7.09562  0.293
H -0.43568 -2.52712 -1.35913  0.254
H 2.27999 5.81244 1.48521  0.321
O -8.03915 6.98730 7.21281  -0.528
H -0.86823 0.37048 2.09675  0.215
H 9.57729 -1.93842 -2.38259  0.223
H 9.41056 -1.60749 -5.29178  0.352
H -3.31049 -5.70641 -5.97068  0.281
H 7.60546 -0.83825 -4.83058  0.272
H -7.96317 6.05207 7.41572  0.313
C -3.41362 -6.71766 -6.36420  -0.303
C -2.11646 -7.45161 -6.68684  -0.281
C 9.40086 -2.37746 -3.36454  -0.350
O 10.50447 -3.20807 -3.76861  -0.332
H 6.11691 -3.30449 4.40698  0.241
H 3.85926 0.88635 -4.87468  0.254
H -4.49345 -6.00725 4.03196  0.300
H -2.39927 3.90040 -3.71274  0.315
C 7.06612 1.48431 -4.87294  -0.509
N -1.08831 -0.43501 1.52855  -0.357
O -4.21639 -7.51304 -5.57603  -0.571
C 5.20856 -3.78972 6.28781  -0.383
H 3.02344 6.65163 0.12247  0.230
H -2.55321 -8.66162 -5.34541  0.328
O -5.87695 -9.15393 2.52722  -0.513
H -1.00666 8.49350 0.42298  0.358
O 1.06794 6.99521 0.48796  -0.296
C -3.46425 6.21029 -1.55162  -0.683
H 1.27990 -0.99603 1.24860  0.263
H -5.92584 -9.10502 3.48473  0.291
H -1.75568 7.77360 1.88278  0.286
C 0.22243 -3.27106 -0.91020  -0.545
H -5.26374 -7.82519 1.02118  0.275
H -4.42049 6.50025 -1.98707  0.505
H 1.46551 -0.67383 -0.42160  0.365
C 0.79918 -1.16786 0.28554  -0.581
H 4.28223 2.05269 -6.02949  0.259
O -4.11351 -6.88857 4.05463  -0.516
O -4.03614 -1.58935 3.03571  -0.352
C -2.97484 4.63299 -3.14695  -0.833
O -1.72279 -8.39619 -5.74734  -0.509
H -5.86907 -0.77666 3.61531  0.323
H 10.47987 -0.82448 -4.13096  0.375
H -1.30842 -6.72692 -6.78679  0.265
H -2.24325 -0.81144 3.58339  0.321
O 5.08497 -5.02950 4.17121  -0.525
C 0.10078 7.16260 1.55809  -0.659
H -5.10786 -7.15911 -5.61629  0.298
H -3.25025 -8.08691 2.40504  0.321
H -1.20479 -0.75918 -0.54351  0.320
H -3.70843 -6.50608 2.16213  0.270
H -10.51775 10.08666 7.31416  0.312
H 5.85819 -3.00601 6.67752  0.272
H 9.15756 1.51845 -4.57848  0.356
C -2.55042 -0.32842 1.59839  -0.650
H -3.74392 5.02622 -3.81177  0.328
C -9.34039 7.23233 6.69955  -0.420
H 7.16231 2.37263 -5.49724  0.388
C -4.05247 -7.40181 2.67925  -0.449
H 11.20536 -5.15055 -3.16651  0.271
C 10.30475 -4.60997 -3.45768  -0.705
H -3.56545 0.29675 3.54519  0.349
H -5.65083 -0.75595 1.91879  0.310
N 8.26284 -0.38173 -4.21450  -0.377
H -10.64423 8.79521 5.87560  0.334
H 8.48641 -2.94089 -3.55006  0.403
H -3.48251 3.85830 -2.57230  0.314
H -0.03582 6.25886 2.15197  0.370
C 2.35978 6.77415 0.97842  -0.736
H 6.82910 1.75607 -3.84432  0.404
H -0.32416 0.69025 -0.00783  0.361
C 4.68478 1.54032 -5.15570  -0.679
C -9.64989 8.67944 6.30686  -0.354
H 4.83143 2.27509 -4.36406  0.302
C -1.14952 7.57866 0.99810  -0.520
H -9.46903 6.67239 5.77326  0.308
H 9.69675 -4.55891 -2.55445  0.308



No. 6
Entry from OMol25: one molecule with the formula C5H6N2O at a distorted geometry (ωB97M-V with the def2-TZVPD basis set).

Summary:
total charge = 0
SMILES = C1=C2CNN=C2OC1
2S+1 = 1
orbital gap = 9.05 eV
HOMO energy = -8.33 eV

Each line ends with the Mulliken charge.
CARTESIAN COORDINATES (ANGSTROEM)
H 0.45600 -0.92976 -2.11145  0.241
O -0.84448 0.40910 1.82769  -0.372
N -1.91653 -0.35262 -0.35744  -0.584
C 0.68449 0.15127 2.05989  -0.237
H 0.05019 0.92956 -2.23249  0.317
H 0.95700 0.98795 2.81715  0.262
H -1.80531 0.10244 -2.38958  0.326
C -0.98780 -0.04368 0.52356  0.388
C 1.30911 0.24191 0.57204  -0.677
N -1.47825 -0.62765 -1.62894  -0.305
C 0.30812 0.01371 -0.32494  0.474
H 0.91347 -0.83030 2.52126  0.251
H 2.38574 0.01526 0.47195  0.316
C -0.03176 -0.06721 -1.74869  -0.400



no.,calculated total energy (hartree),M (g/mol)
1,-890.98101,93.18
2,-133.33572,36.05
3,-2483.58532,813.89
4,-534.86641,80.18
5,-2249.20460,647.85
6,-378.72046,110.12